Record 1
145
Properties=species:S:1:pos:R:3:lowdin_charge:R:1 method="wB97M-V/def2-TZVPD" smiles="CCCCCCCCCBN=C=O.COCCOC.COCCOC.COCCOC.COCCOC.COCCOC.COCCOC.COCCOC"
C 0.97 -0.40 -1.31 -0.08
C 0.67 1.12 -1.48 -0.22
C -0.83 1.50 -1.45 -0.21
C -1.75 0.58 -2.26 -0.21
C -1.63 0.79 -3.80 -0.18
C -1.12 -0.53 -4.43 -0.20
C -1.17 -0.57 -5.96 -0.19
C 0.09 -0.08 -6.69 -0.21
C 1.43 -0.77 -6.27 -0.15
B 2.56 0.34 -6.37 -0.19
N 3.82 0.14 -7.13 0.22
C 4.61 -0.56 -6.52 -0.34
O 5.48 -1.10 -5.96 0.18
H 1.67 -0.52 -0.47 0.05
H 1.50 -0.74 -2.20 0.06
H 0.10 -1.01 -1.07 0.06
H 1.19 1.49 -2.37 0.10
H 1.14 1.64 -0.64 0.08
H -0.93 2.51 -1.88 0.10
H -1.13 1.60 -0.40 0.09
H -2.78 0.80 -1.97 0.10
H -1.59 -0.48 -2.04 0.08
H -0.96 1.63 -4.01 0.11
H -2.64 0.94 -4.19 0.10
H -1.78 -1.31 -4.04 0.11
H -0.12 -0.71 -4.01 0.09
H -1.98 0.11 -6.26 0.11
H -1.48 -1.55 -6.34 0.09
H -0.05 -0.30 -7.75 0.11
H 0.21 1.01 -6.63 0.09
H 1.41 -1.23 -5.28 0.09
H 1.64 -1.57 -6.99 0.09
H 2.39 1.41 -5.87 0.08
C -1.44 -0.20 5.20 -0.11
O -0.97 -1.45 4.74 -0.18
C -1.56 -1.83 3.51 -0.19
C -0.61 -1.60 2.35 -0.19
O -0.37 -0.22 2.14 -0.19
C 0.88 0.20 2.66 -0.10
H -0.81 0.12 6.03 0.09
H -1.39 0.56 4.41 0.06
H -2.47 -0.29 5.56 0.09
H -2.50 -1.30 3.34 0.13
H -1.79 -2.90 3.57 0.12
H -1.06 -1.99 1.44 0.11
H 0.33 -2.14 2.51 0.13
H 1.69 -0.18 2.03 0.07
H 1.02 -0.14 3.69 0.09
H 0.91 1.29 2.64 0.07
C 2.88 3.00 8.63 -0.11
O 3.69 3.24 7.50 -0.19
C 3.73 2.14 6.59 -0.20
C 2.84 2.39 5.39 -0.21
O 1.46 2.41 5.76 -0.20
C 0.95 3.73 5.83 -0.10
H 2.76 3.94 9.16 0.09
H 1.89 2.62 8.35 0.08
H 3.36 2.28 9.30 0.09
H 3.44 1.21 7.10 0.13
H 4.76 2.04 6.25 0.13
H 2.97 1.56 4.69 0.12
H 3.12 3.31 4.88 0.13
H 0.82 4.15 4.83 0.08
H 1.59 4.39 6.43 0.09
H -0.03 3.68 6.31 0.09
C 6.57 -0.79 -2.03 -0.11
O 6.70 -0.21 -0.74 -0.19
C 5.45 0.21 -0.23 -0.21
C 4.91 -0.74 0.81 -0.20
O 4.57 -2.00 0.24 -0.19
C 5.54 -3.00 0.50 -0.11
H 7.51 -1.28 -2.28 0.09
H 5.77 -1.54 -2.06 0.08
H 6.37 -0.01 -2.77 0.09
H 4.73 0.35 -1.04 0.12
H 5.60 1.19 0.25 0.12
H 3.99 -0.32 1.23 0.11
H 5.62 -0.87 1.63 0.13
H 5.50 -3.31 1.54 0.09
H 6.55 -2.65 0.26 0.09
H 5.31 -3.86 -0.14 0.09
C -2.39 -5.02 0.94 -0.11
O -3.16 -3.84 1.10 -0.21
C -3.92 -3.52 -0.06 -0.20
C -5.38 -3.89 0.12 -0.20
O -5.55 -5.29 0.19 -0.19
C -5.75 -5.76 1.52 -0.11
H -2.00 -5.30 1.92 0.09
H -3.00 -5.85 0.56 0.08
H -1.55 -4.85 0.26 0.09
H -3.50 -4.00 -0.94 0.13
H -3.85 -2.43 -0.20 0.12
H -5.94 -3.54 -0.75 0.13
H -5.79 -3.40 1.00 0.13
H -6.75 -5.48 1.87 0.09
H -5.00 -5.36 2.20 0.08
H -5.68 -6.84 1.51 0.09
C -3.30 3.95 5.27 -0.11
O -2.50 4.19 4.13 -0.19
C -2.47 3.09 3.23 -0.20
C -3.37 3.32 2.04 -0.20
O -4.74 3.34 2.40 -0.18
C -5.27 4.65 2.47 -0.11
H -3.43 4.89 5.80 0.09
H -4.29 3.56 4.99 0.09
H -2.81 3.23 5.94 0.08
H -2.74 2.16 3.74 0.11
H -1.44 2.99 2.88 0.11
H -3.23 2.49 1.33 0.13
H -3.09 4.25 1.52 0.12
H -5.39 5.07 1.47 0.09
H -4.64 5.32 3.07 0.08
H -6.25 4.59 2.94 0.09
C 2.10 7.13 -0.11 -0.11
O 0.89 6.99 0.61 -0.19
C -0.07 6.18 -0.06 -0.20
C -0.14 4.79 0.53 -0.20
O 1.06 4.06 0.28 -0.19
C 1.90 4.00 1.42 -0.10
H 2.83 7.58 0.55 0.09
H 2.48 6.16 -0.45 0.08
H 1.95 7.78 -0.98 0.09
H 0.14 6.14 -1.13 0.13
H -1.04 6.67 0.08 0.13
H -0.95 4.24 0.04 0.11
H -0.35 4.83 1.60 0.12
H 1.47 3.32 2.16 0.06
H 2.06 4.99 1.86 0.09
H 2.87 3.61 1.10 0.09
C -0.17 -4.31 -6.59 -0.11
O -1.37 -4.46 -5.85 -0.20
C -2.33 -5.27 -6.51 -0.20
C -2.38 -6.66 -5.92 -0.20
O -1.18 -7.38 -6.18 -0.19
C -0.31 -7.43 -5.06 -0.11
H 0.57 -3.84 -5.94 0.08
H 0.22 -5.27 -6.93 0.09
H -0.34 -3.65 -7.45 0.09
H -2.13 -5.31 -7.58 0.13
H -3.31 -4.80 -6.37 0.13
H -3.19 -7.22 -6.40 0.13
H -2.58 -6.62 -4.85 0.13
H -0.71 -8.11 -4.30 0.09
H -0.16 -6.44 -4.62 0.08
H 0.65 -7.81 -5.40 0.09



Record 2
149
Properties=species:S:1:pos:R:3:lowdin_charge:R:1 method="wB97M-V/def2-TZVPD" relative_energy_ev=0.000 smiles=COC[C@H](C)N.COC[C@H](C)N.COCCOCCOC.COCCOCCOC.COCCOCCOC.COCCOCCOC.COCCOCCOC
C -4.71 2.05 2.08 -0.09
O -5.35 0.93 1.50 -0.24
C -6.06 0.17 2.47 -0.20
C -6.75 -1.02 1.85 -0.20
O -7.96 -0.77 1.17 -0.15
C -7.88 0.10 0.03 -0.15
C -7.41 -0.60 -1.24 -0.21
O -8.37 -1.46 -1.80 -0.17
C -8.47 -2.73 -1.19 -0.09
H -3.79 1.73 2.58 0.08
H -5.33 2.58 2.83 0.09
H -4.46 2.77 1.30 0.09
H -6.81 0.82 2.93 0.14
H -5.37 -0.17 3.26 0.13
H -6.98 -1.69 2.68 0.13
H -6.05 -1.59 1.22 0.12
H -7.24 0.93 0.30 0.11
H -8.92 0.35 -0.18 0.14
H -6.46 -1.14 -1.08 0.12
H -7.18 0.17 -1.98 0.12
H -9.45 -3.14 -1.42 0.09
H -8.41 -2.70 -0.10 0.08
H -7.69 -3.40 -1.56 0.07
C 0.61 -5.07 0.02 -0.10
O 1.41 -4.89 -1.12 -0.19
C 2.76 -5.24 -0.88 -0.21
C 3.53 -4.93 -2.15 -0.19
O 4.89 -5.23 -1.89 -0.14
C 5.77 -4.72 -2.85 -0.22
C 7.19 -4.97 -2.38 -0.21
O 8.14 -4.89 -3.41 -0.18
C 8.22 -3.65 -4.06 -0.12
H 0.80 -6.02 0.53 0.09
H -0.43 -4.99 -0.28 0.08
H 0.86 -4.25 0.71 0.09
H 2.82 -6.32 -0.68 0.13
H 3.18 -4.69 -0.04 0.13
H 3.42 -3.87 -2.39 0.13
H 3.13 -5.51 -2.99 0.13
H 5.60 -3.66 -3.08 0.12
H 5.62 -5.28 -3.80 0.14
H 7.24 -5.98 -1.97 0.13
H 7.43 -4.29 -1.54 0.13
H 7.39 -3.52 -4.76 0.09
H 9.15 -3.55 -4.61 0.09
H 8.20 -2.81 -3.35 0.09
C 3.15 2.68 -4.24 -0.10
O 4.05 3.76 -4.24 -0.16
C 5.27 3.41 -3.64 -0.23
C 6.08 4.62 -3.30 -0.19
O 5.33 5.49 -2.49 -0.16
C 6.08 6.51 -1.88 -0.19
C 5.15 7.39 -1.05 -0.23
O 5.89 7.99 -0.02 -0.18
C 5.10 8.88 0.74 -0.11
H 3.54 1.82 -4.80 0.09
H 2.26 3.02 -4.77 0.09
H 2.93 2.33 -3.23 0.07
H 5.87 2.77 -4.30 0.13
H 5.12 2.80 -2.74 0.11
H 6.44 5.16 -4.19 0.13
H 7.00 4.31 -2.79 0.13
H 6.56 7.15 -2.63 0.13
H 6.81 6.11 -1.16 0.13
H 4.34 6.78 -0.62 0.11
H 4.62 8.10 -1.70 0.13
H 5.73 9.27 1.54 0.09
H 4.28 8.33 1.23 0.09
H 4.66 9.65 0.11 0.09
C -2.84 -2.60 4.84 -0.13
O -2.46 -1.55 5.68 -0.21
C -1.27 -1.87 6.42 -0.19
C -0.77 -0.66 7.16 -0.21
O -0.22 0.34 6.35 -0.11
C -1.17 1.09 5.61 -0.19
C -0.47 2.29 5.02 -0.21
O 0.49 1.82 4.11 -0.18
C 1.12 2.86 3.43 -0.12
H -3.81 -2.42 4.38 0.08
H -2.89 -3.56 5.37 0.09
H -2.12 -2.71 4.02 0.08
H -0.52 -2.25 5.72 0.13
H -1.56 -2.67 7.11 0.13
H 0.05 -1.06 7.77 0.13
H -1.53 -0.28 7.86 0.13
H -2.01 1.40 6.25 0.13
H -1.59 0.47 4.82 0.10
H 0.03 2.82 5.84 0.13
H -1.19 2.94 4.52 0.13
H 1.55 3.62 4.11 0.09
H 0.46 3.41 2.75 0.10
H 1.96 2.46 2.86 0.07
C -5.37 -6.40 -0.66 -0.12
O -4.29 -5.72 -1.25 -0.17
C -4.65 -4.46 -1.74 -0.22
C -3.41 -3.68 -2.12 -0.18
O -3.80 -2.34 -2.31 -0.17
C -3.28 -1.71 -3.47 -0.18
C -3.83 -0.32 -3.50 -0.20
O -3.15 0.42 -2.51 -0.20
C -3.79 1.60 -2.14 -0.11
H -6.08 -6.79 -1.41 0.09
H -5.91 -5.73 0.02 0.09
H -5.01 -7.25 -0.09 0.09
H -5.20 -3.88 -0.98 0.12
H -5.33 -4.53 -2.61 0.13
H -2.90 -4.11 -2.99 0.13
H -2.73 -3.76 -1.26 0.12
H -3.58 -2.26 -4.37 0.13
H -2.18 -1.65 -3.39 0.13
H -4.90 -0.36 -3.26 0.12
H -3.65 0.13 -4.49 0.13
H -3.14 2.24 -1.54 0.08
H -4.72 1.43 -1.57 0.08
H -4.11 2.20 -3.02 0.09
C 4.36 4.45 1.78 -0.06
C 4.43 3.60 0.53 -0.43
C 4.11 2.14 0.73 -0.20
O 4.25 1.50 -0.53 -0.22
C 3.93 0.13 -0.48 -0.10
N 3.53 4.15 -0.50 0.07
H 4.97 4.01 2.58 0.08
H 3.34 4.63 2.13 0.07
H 4.83 5.42 1.62 0.07
H 5.46 3.66 0.15 0.14
H 3.06 2.01 1.05 0.12
H 4.78 1.71 1.48 0.13
H 4.08 -0.25 -1.48 0.09
H 2.90 -0.02 -0.13 0.07
H 4.56 -0.43 0.23 0.09
H 3.38 3.43 -1.20 0.04
H 3.89 4.96 -0.98 0.03
C -1.43 -0.28 2.07 -0.04
C -1.85 -0.30 0.59 -0.42
C -0.83 -1.02 -0.27 -0.19
O 0.39 -0.30 -0.36 -0.18
C 0.38 0.71 -1.33 -0.10
N -3.15 -0.99 0.48 0.08
H -0.63 0.41 2.31 0.07
H -1.00 -1.27 2.26 0.08
H -2.29 -0.22 2.75 0.06
H -1.93 0.75 0.27 0.12
H -1.25 -1.18 -1.27 0.11
H -0.59 -2.01 0.13 0.12
H -0.43 1.44 -1.20 0.08
H 0.33 0.28 -2.34 0.09
H 1.30 1.28 -1.21 0.07
H -3.32 -1.15 -0.51 0.04
H -3.87 -0.37 0.83 0.04



no.,Kohn-Sham gap (eV)
1,9.5
2,9.3